{"formula": "C17H5Cl4N2O9STaTe", "method": "ωB97M-V/def2-TZVPD", "e_above_lowest_kcal_mol": 16.38, "e_homo_ev": -9.137, "largest_force_ev_per_a": 1.8, "orbital_gap_ev": 7.551, "lumo_ha": -0.0583, "elements": ["Ta", "O", "C", "O", "C", "C", "C", "C", "C", "C", "O", "N", "O", "O", "N", "O", "O", "H", "H", "Cl", "C", "C", "Cl", "C", "Cl", "C", "O", "C", "O", "C", "Cl", "Te", "C", "C", "C", "C", "S", "H", "H", "H"], "positions_angstrom": [[0.005, -0.708, -0.581], [3.914, -0.206, -1.615], [2.787, 0.134, -1.470], [1.774, -0.755, -1.253], [2.339, 1.568, -1.495], [3.329, 2.538, -1.599], [2.976, 3.863, -1.633], [1.660, 4.280, -1.579], [0.700, 3.313, -1.496], [0.995, 1.959, -1.444], [-0.026, 1.093, -1.296], [-0.720, 3.708, -1.420], [-1.366, 3.600, -2.439], [-1.159, 3.958, -0.320], [4.037, 4.890, -1.729], [3.682, 6.047, -1.815], [5.183, 4.503, -1.791], [4.364, 2.236, -1.644], [1.414, 5.334, -1.599], [-3.521, -6.404, -1.456], [-3.098, -4.769, -1.138], [-4.082, -3.782, -1.102], [-5.732, -4.186, -1.366], [-3.738, -2.448, -0.866], [-4.901, -1.186, -0.844], [-2.421, -2.137, -0.648], [-1.900, -0.881, -0.475], [-1.437, -3.123, -0.674], [-0.173, -2.612, -0.510], [-1.755, -4.434, -0.929], [-0.493, -5.598, -0.981], [1.002, 0.320, 1.679], [0.028, -0.540, 3.287], [0.597, -1.360, 4.211], [-0.308, -1.693, 5.265], [-1.529, -1.112, 5.101], [-1.588, -0.160, 3.686], [1.616, -1.716, 4.141], [-0.055, -2.332, 6.100], [-2.399, -1.202, 5.736]]}

=====

{"formula": "C19H42ClN8O19PS", "method": "ωB97M-V/def2-TZVPD", "e_homo_ev": -7.970, "largest_force_ev_per_a": 9.8, "orbital_gap_ev": 7.453, "lumo_ha": -0.0190, "elements": ["C", "C", "O", "C", "C", "P", "O", "Cl", "O", "C", "O", "O", "C", "C", "S", "C", "C", "N", "C", "C", "C", "H", "H", "H", "H", "H", "H", "H", "H", "H", "H", "H", "H", "H", "H", "H", "H", "H", "H", "H", "H", "H", "C", "N", "O", "O", "H", "H", "H", "C", "N", "O", "O", "H", "H", "H", "C", "N", "O", "O", "H", "H", "H", "C", "N", "O", "O", "H", "H", "H", "C", "N", "O", "O", "H", "H", "H", "C", "N", "O", "O", "H", "H", "H", "C", "N", "O", "O", "H", "H", "H"], "positions_angstrom": [[6.966, -1.758, 0.225], [5.797, -0.669, 0.591], [4.419, -1.123, 0.339], [4.055, -0.976, -1.085], [3.052, 0.279, -1.413], [3.560, 2.039, -0.862], [5.118, 2.399, -1.613], [3.942, 2.169, 1.226], [3.116, 0.375, -2.907], [1.835, 0.903, -3.429], [1.578, 1.734, -4.456], [0.839, 0.303, -2.492], [1.420, 0.100, -1.143], [0.838, -1.377, -0.737], [-0.807, -1.603, -1.648], [-2.007, -2.640, -0.653], [-3.550, -2.075, -0.966], [1.132, 1.305, -0.276], [-0.111, 1.251, 0.304], [-1.425, 1.973, -0.422], [-0.438, 0.531, 1.775], [7.858, -1.173, -0.297], [6.560, -2.547, -0.539], [7.345, -2.243, 1.232], [6.013, 0.355, 0.017], [5.869, -0.383, 1.746], [5.077, -0.748, -1.657], [3.689, -2.018, -1.535], [5.072, 2.084, -2.564], [0.773, -1.583, 0.418], [1.551, -2.231, -1.172], [-1.767, -2.568, 0.490], [-2.002, -3.752, -1.035], [-3.643, -0.909, -0.798], [-3.909, -2.332, -2.062], [-4.337, -2.569, -0.220], [-1.519, 1.725, -1.562], [-1.213, 3.145, -0.326], [-2.411, 1.789, 0.200], [-1.125, -0.414, 1.614], [0.619, 0.221, 2.234], [-0.933, 1.339, 2.487], [-1.423, -1.543, 5.947], [-0.996, -1.690, 4.529], [0.208, -1.875, 4.316], [-1.882, -1.616, 3.670], [-0.545, -1.629, 6.591], [-1.883, -0.559, 6.052], [-2.137, -2.341, 6.160], [0.207, 4.332, -4.597], [-1.032, 4.957, -5.133], [-1.935, 5.206, -4.326], [-1.064, 5.180, -6.349], [0.096, 4.195, -3.519], [0.334, 3.371, -5.097], [1.037, 5.007, -4.815], [-0.389, 5.731, 2.596], [-0.952, 4.366, 2.418], [-0.692, 3.528, 3.290], [-1.639, 4.173, 1.409], [0.191, 5.757, 3.521], [0.250, 5.939, 1.735], [-1.227, 6.429, 2.646], [3.579, 7.566, 4.726], [2.177, 7.111, 4.935], [1.501, 7.726, 5.768], [1.796, 6.150, 4.257], [3.777, 8.415, 5.384], [4.236, 6.729, 4.967], [3.677, 7.860, 3.678], [1.407, -5.659, 0.523], [0.168, -5.035, -0.013], [-0.735, -4.786, 0.794], [0.136, -4.812, -1.229], [1.296, -5.797, 1.601], [1.534, -6.621, 0.023], [2.237, -4.985, 0.305], [-3.450, -4.497, -4.770], [-3.874, -5.155, -3.505], [-3.744, -6.383, -3.434], [-4.326, -4.421, -2.619], [-3.075, -5.260, -5.456], [-4.324, -3.996, -5.190], [-2.663, -3.782, -4.521], [-7.491, -4.310, -0.567], [-7.594, -2.829, -0.669], [-7.362, -2.174, 0.354], [-7.905, -2.366, -1.773], [-7.212, -4.575, 0.454], [-8.468, -4.726, -0.820], [-6.725, -4.637, -1.274]]}

=====

{"formula": "C44H52BrGeN2O3Ru", "method": "ωB97M-V/def2-TZVPD", "total_charge": -1, "e_above_lowest_kcal_mol": 22.35, "e_homo_ev": [-4.044, -4.894], "largest_force_ev_per_a": 0.2, "orbital_gap_ev": [6.607, 7.151], "lumo_ha": [0.0942, 0.0830], "spin_multiplicity": 5, "elements": ["Ru", "C", "C", "C", "C", "C", "C", "C", "Br", "C", "O", "C", "C", "C", "C", "C", "C", "H", "H", "H", "H", "H", "H", "H", "H", "H", "H", "H", "H", "H", "H", "H", "H", "H", "H", "H", "H", "C", "C", "C", "C", "N", "C", "C", "C", "C", "C", "C", "C", "H", "H", "H", "H", "H", "H", "H", "H", "C", "Ge", "C", "C", "C", "H", "H", "H", "H", "H", "H", "H", "H", "H", "H", "C", "C", "C", "C", "C", "C", "N", "C", "C", "C", "C", "C", "C", "C", "O", "O", "C", "C", "H", "H", "H", "H", "H", "H", "H", "H", "H", "H", "H", "H", "H", "H"], "positions_angstrom": [[0.168, -1.141, 0.938], [-4.131, 5.731, 1.757], [-2.636, 5.477, 1.563], [-2.236, 6.010, 0.180], [-1.876, 6.255, 2.646], [-2.287, 3.993, 1.651], [-0.963, 3.586, 1.541], [-0.648, 2.248, 1.621], [1.194, 1.771, 1.508], [-1.598, 1.221, 1.786], [-1.222, -0.035, 1.876], [-2.948, 1.630, 1.866], [-3.235, 2.992, 1.818], [-4.153, 0.679, 1.975], [-5.149, 1.003, 0.848], [-4.833, 0.895, 3.335], [-3.824, -0.812, 1.843], [-4.330, 6.804, 1.693], [-4.474, 5.383, 2.733], [-4.725, 5.234, 0.987], [-2.462, 7.078, 0.100], [-2.782, 5.481, -0.603], [-1.171, 5.870, -0.010], [-2.109, 7.322, 2.585], [-0.797, 6.139, 2.537], [-2.152, 5.897, 3.639], [-0.165, 4.301, 1.391], [-4.274, 3.280, 1.899], [-5.548, 2.016, 0.926], [-5.993, 0.310, 0.897], [-4.656, 0.896, -0.119], [-5.153, 1.931, 3.468], [-4.148, 0.648, 4.150], [-5.714, 0.253, 3.421], [-3.337, -1.007, 0.888], [-4.765, -1.371, 1.885], [-3.175, -1.160, 2.644], [-1.996, -5.274, 1.397], [-0.964, -6.128, 1.040], [0.188, -5.601, 0.486], [0.292, -4.223, 0.296], [-0.710, -3.410, 0.659], [-1.816, -3.917, 1.191], [1.485, -3.565, -0.284], [2.430, -4.282, -1.019], [3.528, -3.639, -1.571], [3.675, -2.268, -1.408], [2.729, -1.555, -0.684], [1.631, -2.182, -0.094], [-2.914, -5.642, 1.833], [-1.051, -7.196, 1.200], [1.012, -6.249, 0.223], [-2.581, -3.200, 1.464], [2.305, -5.346, -1.187], [4.256, -4.205, -2.140], [4.515, -1.751, -1.858], [2.852, -0.482, -0.577], [2.200, -4.327, 4.076], [2.557, -2.512, 3.379], [3.133, -1.429, 4.924], [4.107, -2.667, 2.192], [0.949, -1.789, 2.640], [3.078, -4.736, 4.582], [1.929, -4.994, 3.255], [1.370, -4.304, 4.783], [4.023, -1.853, 5.392], [2.337, -1.379, 5.669], [3.357, -0.411, 4.603], [4.930, -3.117, 2.753], [4.428, -1.690, 1.831], [3.890, -3.292, 1.326], [0.204, -1.609, 3.426], [4.029, -2.753, -5.448], [3.799, -1.395, -4.838], [4.827, -0.458, -4.842], [4.649, 0.790, -4.265], [3.442, 1.113, -3.671], [2.396, 0.192, -3.671], [1.186, 0.443, -3.019], [0.439, 1.600, -3.010], [0.752, 2.695, -3.830], [-0.028, 3.837, -3.816], [-1.149, 3.925, -3.001], [-1.490, 2.830, -2.223], [-0.727, 1.669, -2.213], [-1.220, 0.536, -1.335], [-2.390, 0.532, -0.972], [-0.343, -0.363, -1.023], [2.567, -1.070, -4.262], [1.430, -2.052, -4.217], [5.062, -2.851, -5.784], [3.379, -2.923, -6.310], [3.825, -3.549, -4.729], [5.778, -0.716, -5.294], [5.461, 1.507, -4.257], [3.308, 2.066, -3.175], [0.844, -0.253, -2.358], [1.606, 2.639, -4.490], [0.246, 4.668, -4.456], [-1.750, 4.825, -2.982], [-2.369, 2.841, -1.591], [0.481, -1.543, -4.384], [1.366, -2.530, -3.234], [1.541, -2.839, -4.961]]}